# 1
ORCA calculation (ωB97M-V/def2-TZVPD) on C3H6ClF as an isolated structure in a non-equilibrium geometry.

As for the relative energy (zero: lowest compared OMol25 entry of this formula, charge and spin): 6.6493 eV. Its charge is 0. The LUMO energy comes out at 0.00988 Ha. The HOMO-LUMO gap is 0.4076 hartree.

Last column: Mulliken charge in e.
Positions of all 11 atoms, in Å:
C (-1.74, -0.35, -0.21)  -0.794
C (-0.65, 0.30, 0.57)  0.154
C (0.70, -0.58, 0.39)  -0.568
H (-1.08, -1.07, -1.17)  0.244
H (-2.28, -1.20, 0.93)  0.253
H (-2.72, 0.69, -0.95)  0.254
H (-0.09, 1.34, 0.31)  0.379
H (0.64, -1.88, 0.07)  0.258
H (1.33, -0.59, 1.41)  0.335
F (-0.75, 0.44, 1.96)  -0.322
Cl (1.24, 0.15, -1.34)  -0.195

# 2
ORCA calculation (ωB97M-V/def2-TZVPD) on C16H43BiClO6Si2 as an isolated structure in a non-equilibrium geometry.

As for the relative energy (zero: lowest compared OMol25 entry of this formula, charge and spin): 0.0000 eV. Its charge is +1. The LUMO energy (spin up / spin down) comes out at -0.26305 / -0.26360 Ha. The HOMO-LUMO gap (spin up / spin down) is 0.1801 / 0.1796 hartree.

Last column: Mulliken charge in e.
Positions of all 69 atoms, in Å:
O (1.95, -1.15, -0.83)  0.305
O (2.17, -5.69, -0.43)  0.001
C (2.60, -1.04, -2.12)  -0.499
C (3.22, 0.31, -2.36)  -1.348
H (1.82, -1.25, -2.86)  0.378
H (3.35, -1.84, -2.18)  0.398
H (2.55, 1.12, -2.05)  0.266
H (3.45, 0.44, -3.43)  0.397
H (4.17, 0.40, -1.83)  0.379
C (2.80, -0.78, 0.29)  -0.341
C (3.82, -1.85, 0.60)  -1.363
H (2.12, -0.67, 1.15)  0.225
H (3.24, 0.21, 0.11)  0.505
H (3.32, -2.82, 0.72)  0.199
H (4.32, -1.60, 1.54)  0.471
H (4.59, -1.92, -0.18)  0.334
C (1.83, -6.37, 0.79)  -0.493
C (3.32, -6.20, -1.11)  -0.259
C (2.26, -5.63, 2.04)  -1.072
H (2.26, -7.39, 0.80)  0.441
H (0.73, -6.45, 0.78)  0.404
H (3.36, -5.62, 2.12)  0.300
H (1.88, -6.17, 2.91)  0.428
H (1.87, -4.60, 2.05)  -0.022
C (4.56, -6.35, -0.25)  -1.340
H (3.50, -5.49, -1.93)  0.307
H (3.07, -7.17, -1.55)  0.305
H (4.80, -5.43, 0.30)  0.234
H (5.41, -6.58, -0.90)  0.415
H (4.46, -7.17, 0.46)  0.355
H (0.66, -4.16, -1.14)  0.047
Bi (-0.42, -1.43, -0.04)  1.741
C (-0.43, -4.43, -1.12)  -0.557
Si (-0.90, -5.75, -2.38)  0.223
H (-0.64, -4.73, -0.08)  0.508
H (-1.05, -3.56, -1.36)  -0.006
C (0.26, -5.55, -3.85)  -0.949
C (-2.67, -5.45, -2.92)  -1.043
C (-0.79, -7.50, -1.74)  -0.964
C (-0.65, 0.17, -1.90)  -0.236
Si (-2.23, 1.06, -2.36)  0.093
H (-0.18, -0.36, -2.74)  0.380
H (0.07, 0.92, -1.53)  0.039
C (-3.47, -0.21, -2.96)  -1.038
C (-2.00, 2.37, -3.70)  -1.063
C (-2.95, 1.95, -0.89)  -0.883
H (-0.96, -8.20, -2.57)  0.374
H (-1.55, -7.69, -0.98)  0.320
H (0.20, -7.73, -1.30)  0.211
H (0.07, -4.60, -4.37)  0.310
H (0.10, -6.37, -4.56)  0.332
H (1.31, -5.57, -3.52)  0.230
H (-2.88, -4.38, -3.06)  0.238
H (-3.38, -5.83, -2.18)  0.320
H (-2.87, -5.96, -3.87)  0.318
H (-1.31, 2.05, -4.50)  0.370
H (-1.62, 3.31, -3.29)  0.342
H (-2.96, 2.59, -4.18)  0.317
H (-2.21, 2.57, -0.35)  0.255
H (-3.34, 1.22, -0.17)  0.310
H (-3.78, 2.59, -1.20)  0.354
H (-4.36, 0.29, -3.36)  0.362
H (-3.77, -0.85, -2.12)  0.307
H (-3.04, -0.84, -3.75)  0.332
O (-0.96, 2.68, 1.49)  -0.497
Cl (-0.02, 1.56, 1.56)  1.057
O (0.87, 1.55, 0.37)  -0.532
O (0.56, -2.59, 1.19)  -0.541
O (-0.92, 0.23, 1.44)  -0.691

Table of molar mass (g/mol), in record order: 96.53, 632.12
Table of E (eV), in record order: -18441.505, -63676.030